Entry 1:
Molecular formula: C14H23BNO7
Method: DFT, the ωB97M-V functional and the def2-TZVPD basis

XYZ file:
```
46
Properties=species:S:1:pos:R:3:forces:R:3
C -3.09016 3.41006 2.92833 0.497 0.935 0.830
C -2.98545 4.39139 1.62034 -0.222 0.980 0.741
O -3.65259 3.89825 0.40720 1.241 -1.099 1.325
C -3.26808 2.52160 0.06679 -0.193 -0.798 -0.853
C -1.65531 2.22772 0.05215 -0.295 -0.098 0.017
O -1.35574 1.56771 -1.24047 -0.206 -1.199 2.763
C -1.42382 0.10253 -1.13723 0.330 -1.367 -1.780
C -0.01178 -0.59258 -1.69643 0.049 0.646 -0.128
O 1.07598 -0.39197 -0.71599 -2.028 -1.221 -1.788
C 2.30824 -1.09180 -1.11113 4.297 0.038 0.738
N 3.50597 -0.12107 -1.13322 -2.486 -0.131 -3.809
B 3.66494 0.33392 -2.59172 -0.316 -1.701 3.181
O 4.36811 -0.64023 -3.49725 -2.684 1.046 -0.590
O 3.15184 1.61537 -3.13157 2.968 0.334 0.657
C 4.13745 2.70953 -2.86655 -0.080 0.287 0.284
H -2.66112 2.32970 2.77975 -1.068 2.114 0.154
H -2.41070 3.91066 3.77287 -1.396 -1.042 -1.833
H -4.18895 3.42597 3.38185 2.318 -0.337 -1.239
H -3.55058 5.39969 1.91849 1.122 -2.225 -0.792
H -1.87404 4.73129 1.37693 -2.194 -1.046 0.590
H -3.82080 1.71678 0.74879 1.129 1.809 -1.119
H -3.67702 2.31587 -1.03512 1.018 0.700 2.408
H -0.97446 3.18041 0.11387 -1.567 -1.768 -0.255
H -1.41339 1.55161 0.99451 -0.173 1.207 -2.118
H -1.74057 -0.31065 -0.08939 0.812 1.022 -1.723
H -2.25711 -0.25662 -1.90240 1.538 0.684 1.512
H -0.16890 -1.74093 -1.97773 0.103 2.206 0.881
H 0.29190 -0.06588 -2.71911 -0.743 -0.860 2.053
H 2.58074 -1.89062 -0.26692 -0.969 1.745 -1.641
H 2.20263 -1.70747 -2.10574 -0.386 1.063 1.560
H 3.64127 -0.96765 -4.10875 1.517 0.662 0.737
H 5.06681 2.66280 -3.60376 -1.907 0.009 1.434
H 4.53759 2.68028 -1.74353 -0.913 -0.132 -2.349
H 3.59004 3.74419 -3.00914 1.022 -2.122 0.170
C -0.66678 -3.16426 2.26035 0.157 0.043 -0.304
C -0.00946 -2.97937 1.11141 -0.408 0.213 0.242
C 0.87802 -4.02232 0.56018 0.538 0.225 -0.985
O 1.48159 -3.85317 -0.49034 -0.743 -0.605 0.832
C 1.00963 -5.27739 1.32653 -0.067 -0.281 0.446
C 0.35231 -5.46227 2.47548 0.282 -0.157 -0.340
C -0.53517 -4.41932 3.02670 -0.370 0.117 0.555
O -1.13874 -4.58848 4.07723 0.271 -0.011 -0.439
H -1.32104 -2.40929 2.67894 0.012 -0.032 0.023
H -0.09606 -2.06472 0.53719 0.219 0.073 -0.044
H 1.66389 -6.03236 0.90794 0.009 0.041 -0.018
H 0.43890 -6.37693 3.04970 -0.033 0.034 0.015
```
Positions in Å, forces in eV/Å.

Charge   -1
Highest occupied orbital energy   -2.333 eV
E   -31384.61650 eV


Entry 2:
Molecular formula: C14H23Br8F4NO
Method: DFT, the ωB97M-V functional and the def2-TZVPD basis

XYZ file:
```
51
Properties=species:S:1:pos:R:3:forces:R:3
O 2.70130 -3.36384 4.03079 -0.402 7.947 -1.268
C 2.62015 -2.04743 3.80826 0.666 -4.728 -0.231
C 2.08365 -0.85992 4.85367 0.206 -0.946 -1.919
C 1.09002 -0.09216 3.75331 0.676 1.768 0.458
C -0.52903 -0.32431 3.86643 -0.391 1.210 -0.233
F -0.98501 -0.30656 5.27829 1.368 -0.117 -4.065
F -1.17273 0.85570 3.18726 1.631 -3.347 1.957
C -1.08915 -1.68854 3.14963 -2.500 -0.329 -0.452
F -2.48357 -1.90612 3.68012 4.116 0.538 -1.544
F -1.23076 -1.56195 1.66071 0.560 -0.047 4.417
C 1.84569 -0.33584 2.29756 1.199 0.275 0.102
N 2.96782 -1.35442 2.47536 -2.517 -1.973 3.233
H 3.07016 -0.21644 5.03123 -2.454 -1.217 -0.143
H 1.56998 -1.27685 5.84381 1.269 0.963 -2.432
H 1.20200 1.08375 3.87094 -0.539 -2.497 0.109
H -0.46182 -2.65662 3.36442 -1.259 2.027 -0.425
H 2.47096 0.65262 2.10054 -2.272 -2.742 0.091
H 1.19799 -0.76168 1.41951 0.831 1.627 1.894
H 2.97989 -2.00830 1.66132 0.052 0.332 1.294
Br 1.02638 -1.75659 -0.78671 -0.050 -0.100 -0.303
C -0.18191 -2.74892 -1.95265 0.188 -0.176 -0.138
C -0.95915 -1.81848 -2.85404 -0.276 0.041 -0.094
Br -2.40187 -0.93553 -1.88206 0.177 0.016 -0.021
H -0.81782 -3.36072 -1.30746 0.081 0.245 -0.147
H 0.46669 -3.40337 -2.54217 -0.127 0.156 0.065
H -1.45573 -2.37925 -3.65083 0.157 0.026 0.163
H -0.34515 -1.03054 -3.29870 -0.061 -0.247 0.150
Br 2.24129 2.67665 1.43391 -0.002 1.428 -0.428
C 0.89846 3.23938 0.13613 -0.236 -0.081 0.098
C 1.22559 2.72657 -1.24675 -0.052 0.080 -0.242
Br 2.65453 3.77084 -2.06735 -0.010 -0.003 0.099
H 0.83696 4.32935 0.19216 0.074 -0.277 -0.098
H -0.04064 2.80795 0.49458 0.164 0.018 -0.108
H 0.36799 2.84536 -1.91483 0.102 -0.016 0.192
H 1.54726 1.68160 -1.25803 -0.075 0.243 0.080
Br -6.87887 0.96307 1.55100 0.092 -0.023 -0.104
C -6.54415 -0.37194 0.16905 -0.319 0.070 -0.018
C -6.19041 -1.70978 0.77517 0.304 -0.210 -0.117
Br -4.35212 -1.72529 1.42804 -0.418 0.018 -0.070
H -5.76333 0.03050 -0.48158 -0.120 -0.181 0.208
H -7.48023 -0.43926 -0.39287 0.172 -0.036 0.104
H -6.22920 -2.49825 0.01838 -0.058 0.192 0.067
H -6.83024 -1.98848 1.61691 0.111 0.187 -0.230
Br 1.85495 2.30079 -7.53694 -0.009 0.043 0.121
C 3.06153 3.04186 -6.19565 0.024 0.131 -0.244
C 4.01152 1.98962 -5.67350 0.091 0.039 0.265
Br 3.12071 0.79758 -4.41204 0.041 -0.137 -0.153
H 2.43795 3.48914 -5.41717 0.204 -0.198 -0.106
H 3.61067 3.83300 -6.71438 -0.038 -0.176 0.121
H 4.82242 2.45122 -5.10317 -0.176 -0.016 -0.097
H 4.43838 1.36081 -6.45960 -0.194 0.198 0.146
```
Positions in Å, forces in eV/Å.

Highest occupied orbital energy   -9.561 eV
E   -589634.40259 eV
SMILES string   O=C1C[C@H](C(F)(F)C(F)F)CN1.BrCCBr.BrCCBr.BrCCBr.BrCCBr


Entry 3:
Molecular formula: C14H23BrClF11N2OP
Method: DFT, the ωB97M-V functional and the def2-TZVPD basis

XYZ file:
```
54
Properties=species:S:1:pos:R:3:forces:R:3
C 1.95578 0.39855 1.02668 -0.678 -0.193 -0.574
C 2.29148 1.01076 -0.45159 -0.903 -0.799 1.058
C 0.85101 1.20528 -1.18747 1.801 -1.134 0.450
C 0.70973 -0.06976 -2.16885 1.932 1.335 -0.985
N -0.57765 -0.28990 -2.82464 0.345 -0.559 1.117
P -1.85313 -1.12151 -1.92073 -0.976 2.217 -1.423
F -2.83910 -0.88189 -3.34113 1.962 -0.180 1.067
F -0.87863 -1.26717 -0.48477 -0.981 -0.733 -1.416
Cl -2.53951 0.85049 -1.31595 -0.328 1.243 0.808
C -3.43849 -1.76517 -1.00769 -0.865 -0.108 0.790
Br -5.07233 -1.13796 -2.05454 0.122 -0.921 0.520
C -3.64257 -1.26619 0.49253 -1.335 -0.431 1.152
C -4.96071 -0.38119 0.78109 0.752 0.187 1.496
C -1.37689 -2.84315 -2.59844 0.215 -0.040 -3.880
F -0.18551 -2.77594 -3.40346 -1.697 -0.413 2.084
F -2.35485 -3.15507 -3.61584 1.602 -0.182 2.109
C -1.28872 -4.13282 -1.74621 -0.337 -3.959 -1.886
F -0.34155 -5.00332 -2.40622 -1.169 1.633 1.529
F -2.48402 -4.90928 -1.91216 1.806 1.966 0.951
C -0.90135 -4.25326 -0.23865 -0.604 -1.704 2.504
F -1.78941 -3.67444 0.69230 1.666 -0.775 -2.392
F -0.99135 -5.64978 0.06822 0.048 2.437 -0.845
C 0.60408 -3.87098 0.17950 1.585 0.091 1.701
F 0.54537 -2.97757 1.26797 0.436 -1.651 -2.735
F 1.39616 -3.39913 -0.84822 -1.819 -0.552 2.083
F 1.27447 -5.00653 0.69544 -1.355 2.245 -1.211
H 2.83279 -0.16590 1.47830 -0.931 0.889 -0.387
H 1.10179 -0.36445 0.91275 1.333 0.943 -0.021
H 1.53094 1.19705 1.72728 0.953 -1.223 -1.028
H 2.85748 1.99012 -0.36683 -0.599 -1.486 -0.163
H 2.91674 0.19777 -0.96428 -0.763 1.344 0.360
H 0.89911 2.16018 -1.80188 -0.520 -1.135 0.791
H 0.09597 1.22204 -0.34647 0.595 0.238 -1.378
H 1.42372 0.22972 -3.03512 -0.875 -0.492 1.157
H 1.24317 -0.99926 -1.75978 -1.397 1.245 -0.291
H -0.91996 0.62381 -3.15304 -0.070 -0.954 0.255
H -3.58782 -2.88730 -1.02122 0.392 1.288 -0.189
H -3.80023 -2.20504 1.14260 0.336 1.244 -0.991
H -2.78818 -0.71335 0.97820 -0.660 -0.670 -1.139
H -5.92791 -0.96431 0.68644 1.247 0.827 -0.252
H -4.95964 0.61592 0.23859 -0.122 -1.514 0.409
H -4.88162 -0.10970 1.90077 -0.101 -0.378 -1.461
C 2.33527 4.34612 1.55743 0.060 -0.033 0.132
O 2.05223 3.20879 1.24041 0.216 0.942 0.484
N 3.22226 4.69127 2.53373 -0.345 0.152 -0.404
C 3.51075 6.07227 2.85766 0.079 -0.330 0.079
C 3.89747 3.63968 3.27024 -0.185 -0.184 -0.202
H 1.87833 5.21690 1.05977 0.034 0.108 0.045
H 4.57657 6.26073 2.70312 -0.045 0.200 0.070
H 3.25597 6.25460 3.90508 0.071 0.199 -0.039
H 2.93351 6.74938 2.22690 0.013 -0.124 0.015
H 4.46488 3.01966 2.57211 -0.011 -0.087 0.164
H 3.15233 3.01367 3.76679 0.166 -0.082 0.008
H 4.57179 4.06653 4.01325 -0.092 0.059 -0.100
```
Positions in Å, forces in eV/Å.

Charge   -1
Highest occupied orbital energy   -5.113 eV
E   -141665.70095 eV


Entry 4:
Molecular formula: C14H23Cl2O6P
Method: DFT, the ωB97M-V functional and the def2-TZVPD basis

XYZ file:
```
46
Properties=species:S:1:pos:R:3:forces:R:3
C -1.31605 -0.49589 -6.32646 0.331 -0.453 0.074
C -0.13867 -0.43505 -5.37727 -0.596 0.212 -0.367
C 1.17774 -0.52134 -5.77637 -0.240 -0.149 -0.991
C 2.18349 -0.49407 -4.84984 1.503 -0.044 0.010
C 1.93875 -0.34528 -3.50722 0.000 0.159 0.299
C 0.62453 -0.24142 -3.09665 -0.399 0.134 1.375
C 0.21984 -0.03530 -1.65084 0.009 -0.127 -0.554
P -0.42923 1.75461 -1.55260 0.758 -1.227 -0.228
Cl -0.24127 1.75726 0.52203 -0.119 0.030 -0.499
Cl -1.05599 3.83097 -1.51471 -0.160 0.059 0.083
C -0.39096 -0.28813 -4.02739 -0.518 0.054 -0.206
H -2.02236 -1.22128 -5.90926 -0.164 0.271 -0.165
H -1.79798 0.47858 -6.43854 -0.006 -0.135 0.028
H -1.02835 -0.87224 -7.31204 0.032 0.187 0.091
H 1.42123 -0.61836 -6.83089 -0.049 -0.049 0.096
H 3.21808 -0.59367 -5.16859 -0.135 0.043 -0.100
H 2.75003 -0.29860 -2.78849 -0.061 -0.068 -0.051
H -0.58268 -0.75715 -1.46076 0.065 0.261 0.478
H 1.04659 -0.21061 -0.95873 -0.090 0.047 -0.092
H -1.63812 1.36835 -2.16048 0.055 0.487 0.139
H 0.58715 2.13807 -2.45789 -0.246 0.273 0.214
H -1.42855 -0.19804 -3.71120 0.102 -0.167 0.066
C 0.51044 3.05519 7.60318 0.090 0.000 0.260
O -0.27286 2.64605 6.48176 -0.024 -0.030 -0.007
C -0.02167 3.32696 5.36160 -0.066 -0.051 -0.016
O 0.77995 4.21575 5.24151 -0.001 -0.015 0.013
O -0.81260 2.84966 4.40103 -0.016 -0.032 0.025
C -0.65080 3.49088 3.13238 -0.088 0.223 -0.050
H 0.21424 2.43121 8.44224 -0.121 -0.079 -0.129
H 1.57098 2.90480 7.40726 -0.011 0.121 -0.057
H 0.31387 4.09728 7.85018 0.093 0.022 -0.094
H 0.36351 3.35714 2.76218 0.032 0.129 0.089
H -0.89558 4.54987 3.20317 0.163 0.017 0.060
H -1.34249 3.02301 2.44384 -0.129 -0.106 0.218
C 0.75927 -1.62554 2.08762 0.186 0.246 0.150
O -0.07156 -2.35431 1.18204 -0.018 0.048 -0.066
C -0.23860 -3.63831 1.50130 -0.025 0.034 -0.046
O 0.23884 -4.19821 2.45218 -0.006 0.003 -0.019
O -1.02837 -4.19346 0.58002 -0.009 0.040 -0.032
C -1.29519 -5.57972 0.79674 -0.110 -0.257 -0.049
H 0.81572 -0.60372 1.72147 -0.143 -0.092 -0.157
H 0.32629 -1.61523 3.08665 0.050 -0.130 0.005
H 1.76395 -2.04537 2.11339 -0.067 -0.113 0.085
H -1.81025 -5.72870 1.74437 0.124 0.003 0.048
H -0.37275 -6.15760 0.77051 0.007 0.038 0.128
H -1.94158 -5.90908 -0.01243 0.015 0.185 -0.059
```
Positions in Å, forces in eV/Å.

Highest occupied orbital energy   -9.247 eV
E   -61509.84547 eV
SMILES string   Cc1cccc(C[PH2](Cl)Cl)c1.COC(=O)OC.COC(=O)OC


Entry 5:
Molecular formula: C14H23ClILaO2P2
Method: DFT, the ωB97M-V functional and the def2-TZVPD basis

XYZ file:
```
44
Properties=species:S:1:pos:R:3:forces:R:3
C -0.78221 -2.64703 -1.82759 -0.570 -0.453 -0.058
C 0.53733 -2.03831 -1.60465 3.373 -0.421 -0.809
H -0.51517 -3.67592 -2.09679 -0.383 -0.166 -0.018
H -1.32109 -2.13079 -2.65866 0.438 -0.319 0.729
H -1.43405 -2.62438 -0.91096 0.628 0.095 -0.887
O 1.70890 -2.23192 -1.56993 -3.490 0.376 0.016
I 0.24013 3.26522 -0.05261 0.264 -0.057 -0.159
La -0.11350 0.34957 -0.42560 -2.546 1.944 0.721
P 0.35153 1.05040 -3.35056 -0.069 0.044 0.312
C 2.05401 1.50184 -3.76238 -0.282 -0.283 0.210
C -0.23792 -0.22417 -4.49586 0.159 0.243 0.420
H -1.62430 2.41393 -2.94704 0.293 0.036 -0.410
H -0.89882 2.59114 -4.60635 -0.164 0.289 0.129
H -0.14363 3.39827 -3.14094 -0.184 -0.289 -0.311
C -0.69473 2.52963 -3.53142 0.028 -0.290 0.275
H -1.28160 -0.47608 -4.24532 0.341 0.213 -0.324
H -0.14343 0.26128 -5.47278 -0.212 -0.548 -0.206
H 1.98758 1.85173 -4.79893 0.506 0.047 0.088
H 2.69400 0.61330 -3.65465 -0.078 0.367 -0.304
H 0.40481 -1.11251 -4.39501 -0.199 0.320 -0.374
H 2.39337 2.28787 -3.07065 -0.105 -0.157 -0.414
C 2.47393 0.42983 -0.73105 7.267 0.735 0.532
O 3.63701 0.54482 -0.64166 -5.915 -0.590 -0.549
Cl -2.64728 0.13135 -1.15578 0.183 -0.219 -0.161
C 1.87986 -0.90136 3.33128 1.050 0.003 0.536
P 0.80522 -0.70976 1.94055 -0.142 -0.105 1.763
C 0.53305 -2.50152 1.59814 -0.394 -0.173 -0.137
C -0.56992 0.14116 2.88102 -0.172 -0.404 -0.296
C -1.65459 -0.58507 3.39546 0.124 -0.021 -0.329
C -2.54965 0.04634 4.25701 -0.241 -0.080 0.158
C -2.36639 1.38908 4.61758 0.041 -0.228 -0.084
C -1.27477 2.10967 4.11998 -0.110 0.159 0.194
C -0.36730 1.48792 3.27158 0.205 -0.225 -0.741
H 2.15129 0.09495 3.69655 0.202 -0.347 0.050
H 1.33202 -1.44921 4.11719 0.276 0.230 -0.303
H 2.75070 -1.47174 2.99687 0.164 0.160 0.403
H 0.49907 -3.04840 2.55689 -0.215 0.104 -0.505
H -0.35862 -2.72965 0.98735 0.238 -0.029 0.454
H 1.42317 -2.84581 1.03272 -0.374 0.195 0.409
H -1.76936 -1.64646 3.11463 -0.129 0.646 0.280
H -3.39841 -0.52619 4.65472 0.420 0.362 -0.158
H -3.07405 1.86993 5.30042 0.283 -0.201 -0.310
H -1.12868 3.16401 4.40254 -0.072 -0.656 -0.150
H 0.49252 2.05309 2.87474 -0.439 -0.305 0.317
```
Positions in Å, forces in eV/Å.

Charge   +2
Highest occupied orbital energy (alpha / beta)   -14.936 / -14.812 eV
E   -59030.90590 eV
Energy relative to the best compared isomer or geometry (same formula, charge and spin)   69.0 kcal per mole